Molecular formula: C2H5PSi
Method: DFT, ωB97M-V with the def2-TZVPD basis set

Calculated values
* relative energy (zero: lowest compared OMol25 entry of this formula, charge and spin): 2.273 eV
* LUMO (alpha / beta): -0.48 / -0.54 eV
* charge: 0
* Kohn-Sham gap (alpha / beta): 7.94 / 6.40 eV

Last column: natural (NBO) charge in e.
CARTESIAN COORDINATES (ANGSTROEM)
P 0.853 1.574 -0.437  0.41
Si 0.178 -1.575 -0.188  0.77
C -0.469 0.107 -0.254  -0.92
C -0.137 0.929 0.932  -0.38
H -0.592 -2.289 0.860  -0.16
H 0.350 0.686 1.847  0.21
H -0.152 2.328 -0.919  -0.06
H -1.252 0.490 -0.876  0.25
H 1.220 -2.250 -0.965  -0.13

Molecular formula: C2H5PSi
Method: DFT, ωB97M-V with the def2-TZVPD basis set

Calculated values
* relative energy (zero: lowest compared OMol25 entry of this formula, charge and spin): 2.552 eV
* LUMO: -0.83 eV
* charge: 0
* Kohn-Sham gap: 7.16 eV

Last column: natural (NBO) charge in e.
CARTESIAN COORDINATES (ANGSTROEM)
P 0.416 0.346 0.124  0.38
Si -2.610 -0.063 0.110  0.57
C 1.742 -0.392 -0.971  -0.36
C 2.235 0.493 -0.143  -0.43
H 0.296 -0.712 1.193  -0.06
H -3.784 0.635 -0.272  -0.30
H 1.863 -1.112 -1.667  0.22
H -3.306 -0.310 1.575  -0.27
H 3.149 1.114 0.051  0.24

Molecular formula: C2H6AlO
Method: DFT, ωB97M-V with the def2-TZVPD basis set

Calculated values
* relative energy (zero: lowest compared OMol25 entry of this formula, charge and spin): 0.000 eV
* LUMO (alpha / beta): -9.23 / -14.67 eV
* multiplicity: 2
* charge: +2
* Kohn-Sham gap (alpha / beta): 11.50 / 6.04 eV
* expectation value of S²: 0.754

Last column: Löwdin spin population.
CARTESIAN COORDINATES (ANGSTROEM)
Al -1.224 -3.667 -0.724  0.00
O -0.433 -1.034 0.374  0.56
C -0.026 1.216 -0.313  0.16
C 0.564 -0.093 0.165  0.18
H -0.469 1.238 -1.308  0.01
H 1.318 -0.518 -0.497  0.00
H 0.799 1.928 -0.324  0.02
H -0.934 -0.696 1.120  0.00
H 1.149 0.093 1.066  0.07
H -0.745 1.533 0.442  0.00

Molecular formula: C2H6BF
Method: DFT, ωB97M-V with the def2-TZVPD basis set

Calculated values
* LUMO (alpha / beta): 0.70 / -4.55 eV
* multiplicity: 3
* charge: 0
* Kohn-Sham gap (alpha / beta): 6.15 / 6.86 eV
* expectation value of S²: 2.005

Last column: Löwdin spin population.
CARTESIAN COORDINATES (ANGSTROEM)
F 1.773 0.258 0.235  0.15
C -0.869 0.941 0.058  0.21
C 0.958 -0.864 -0.029  0.42
B -0.560 -0.479 -0.076  0.75
H -1.317 -1.288 0.201  0.21
H 1.107 -1.003 -1.231  0.14
H -0.515 1.637 -0.834  0.04
H -0.297 1.322 0.879  0.05
H -1.844 1.287 0.495  0.03
H 1.564 -1.813 0.302  0.01

Molecular formula: C2H6BNO2
Method: DFT, ωB97M-V with the def2-TZVPD basis set

Calculated values
* relative energy (zero: lowest compared OMol25 entry of this formula, charge and spin): 5.820 eV
* LUMO (alpha / beta): -0.04 / -0.04 eV
* charge: 0
* Kohn-Sham gap (alpha / beta): 7.56 / 7.56 eV

Last column: natural (NBO) charge in e.
CARTESIAN COORDINATES (ANGSTROEM)
O 1.637 -2.166 -0.179  -0.98
O 1.517 0.772 -0.299  -0.44
N 2.792 0.464 -0.246  -0.66
C -1.865 -0.393 -0.055  -0.26
C -1.191 0.754 -0.204  -0.65
B 0.311 0.829 -0.278  1.06
H -1.757 1.674 -0.268  0.24
H -1.349 -1.337 -0.003  0.22
H -2.939 -0.420 0.002  0.20
H 1.628 -2.233 0.779  0.46
H 3.346 1.300 -0.421  0.31
H 2.269 -1.458 -0.373  0.50

Molecular formula: C2H6BNO3
Method: DFT, ωB97M-V with the def2-TZVPD basis set

Calculated values
* relative energy (zero: lowest compared OMol25 entry of this formula, charge and spin): 1.861 eV
* LUMO (alpha / beta): 0.58 / 0.58 eV
* charge: 0
* Kohn-Sham gap (alpha / beta): 7.13 / 7.03 eV

Last column: natural (NBO) charge in e.
CARTESIAN COORDINATES (ANGSTROEM)
O -2.254 0.269 -0.727  -0.91
O -0.999 0.453 1.423  -0.90
O -0.539 -1.243 -0.265  -0.72
N 1.559 -0.260 0.080  -0.43
C 0.757 -1.320 0.184  0.25
C 1.101 0.942 -0.531  -0.58
B -1.249 -0.070 0.196  1.27
H 1.693 1.815 -0.321  0.19
H 2.453 -0.411 0.366  0.41
H -1.597 1.308 1.544  0.51
H -2.219 -0.340 -1.456  0.50
H 0.992 -2.251 0.798  0.18
H 0.302 1.108 -1.291  0.22

Molecular formula: C2H6BaO9
Method: DFT, ωB97M-V with the def2-TZVPD basis set

Calculated values
* relative energy (zero: lowest compared OMol25 entry of this formula, charge and spin): 0.064 eV
* LUMO: 3.40 eV
* charge: -2
* Kohn-Sham gap: 2.68 eV

Last column: Mulliken charge in e.
CARTESIAN COORDINATES (ANGSTROEM)
Ba 0.170 -0.020 -0.059  1.70
O 0.909 -1.388 2.015  -0.97
O 0.048 -3.357 2.608  -0.81
O 0.733 -2.982 0.482  -0.82
O 2.656 -0.733 -1.264  -0.52
O -0.810 2.266 1.233  -0.58
O -4.310 -0.328 -0.303  -0.82
O -2.338 0.738 -0.572  -0.98
O 0.963 1.936 -2.030  -0.56
O -2.361 -1.356 0.142  -0.80
C -3.031 -0.334 -0.296  0.74
C 0.641 -2.638 1.728  0.75
H -0.765 3.072 1.755  0.21
H -1.758 2.146 0.998  0.34
H 3.273 -0.085 -0.902  0.30
H 1.104 2.784 -1.591  0.31
H 3.158 -1.554 -1.322  0.24
H 1.718 1.834 -2.623  0.28

Molecular formula: C2H6BrClO2Si
Method: DFT, ωB97M-V with the def2-TZVPD basis set

Calculated values
* relative energy (zero: lowest compared OMol25 entry of this formula, charge and spin): 3.839 eV
* LUMO: -1.24 eV
* charge: 0
* Kohn-Sham gap: 6.87 eV

Last column: natural (NBO) charge in e.
CARTESIAN COORDINATES (ANGSTROEM)
Br -2.242 -2.044 1.793  -0.21
Cl 1.447 1.847 -0.628  -0.83
Si -0.873 -0.837 0.700  2.15
O 0.587 -1.358 1.079  -0.90
O -1.496 0.145 -0.314  -0.94
C 1.932 -1.060 0.696  -0.27
C -1.515 1.339 -1.160  -0.28
H 2.517 -1.848 0.078  0.19
H 2.305 -0.880 1.634  0.19
H -2.412 2.004 -0.751  0.19
H -0.429 1.761 -1.165  0.29
H 1.930 -0.125 0.178  0.26
H -1.751 1.055 -2.140  0.18

Molecular formula: C2H6BrNS
Method: DFT, ωB97M-V with the def2-TZVPD basis set

Calculated values
* relative energy (zero: lowest compared OMol25 entry of this formula, charge and spin): 3.941 eV
* LUMO (alpha / beta): -0.81 / -0.28 eV
* charge: 0
* Kohn-Sham gap (alpha / beta): 7.69 / 8.85 eV

Last column: natural (NBO) charge in e.
CARTESIAN COORDINATES (ANGSTROEM)
Br -2.307 1.270 -0.776  0.25
S 1.744 1.025 -1.047  -0.05
N -2.208 -0.302 0.067  -0.71
C 0.173 -0.376 0.868  -0.25
C 0.681 -0.337 -0.470  -0.62
H 0.017 0.684 1.104  0.20
H 1.281 -1.195 -0.892  0.24
H -2.318 -0.352 1.098  0.35
H 2.935 0.872 -0.373  0.12
H -0.125 -0.129 -1.214  0.26
H 0.126 -1.159 1.635  0.22

Molecular formula: C2H6BrNS
Method: DFT, ωB97M-V with the def2-TZVPD basis set

Calculated values
* relative energy (zero: lowest compared OMol25 entry of this formula, charge and spin): 3.030 eV
* LUMO (alpha / beta): -0.20 / -0.67 eV
* charge: 0
* Kohn-Sham gap (alpha / beta): 8.89 / 7.38 eV

Last column: natural (NBO) charge in e.
CARTESIAN COORDINATES (ANGSTROEM)
Br 1.151 2.332 1.658  0.19
S -0.243 -2.498 -0.565  -0.03
N -0.130 2.233 0.396  -0.70
C -0.547 -0.751 0.032  -0.57
C 0.305 0.106 -0.777  -0.18
H 1.041 -2.525 -0.197  0.12
H 1.361 0.136 -0.579  0.19
H -1.610 -0.589 -0.141  0.23
H -0.027 0.424 -1.748  0.20
H -0.317 -0.743 1.095  0.23
H -0.983 1.875 0.826  0.32

Molecular formula: C2H6Cl2N
Method: DFT, ωB97M-V with the def2-TZVPD basis set

Calculated values
* relative energy (zero: lowest compared OMol25 entry of this formula, charge and spin): 4.611 eV
* LUMO (alpha / beta): -4.53 / -5.44 eV
* charge: +1
* Kohn-Sham gap (alpha / beta): 10.25 / 6.93 eV

Last column: natural (NBO) charge in e.
CARTESIAN COORDINATES (ANGSTROEM)
Cl 1.030 -2.658 0.016  0.13
Cl -0.478 -1.153 -2.005  0.10
N -0.422 1.299 0.133  -0.79
C -0.511 0.591 1.401  -0.12
C 0.933 -1.481 -1.177  -0.37
H -1.460 0.006 1.386  0.20
H 1.801 -1.053 -1.568  0.21
H 0.382 0.227 1.977  0.23
H -0.331 0.512 -0.641  0.47
H -1.374 1.813 0.208  0.48
H 0.429 1.897 0.269  0.46

Molecular formula: C2H6Cl4MgO
Method: DFT, ωB97M-V with the def2-TZVPD basis set

Calculated values
* relative energy (zero: lowest compared OMol25 entry of this formula, charge and spin): 10.896 eV
* LUMO: 6.02 eV
* charge: -2
* Kohn-Sham gap: 6.04 eV

Last column: natural (NBO) charge in e.
CARTESIAN COORDINATES (ANGSTROEM)
Cl -1.980 -0.243 -1.492  -0.88
Cl -1.005 1.698 -3.387  -0.90
Cl -0.689 2.593 -0.632  -0.89
Cl 1.019 0.178 -1.880  -0.87
Mg -0.635 0.956 -1.630  1.59
O -0.550 0.505 0.319  -0.74
C 0.548 -1.490 0.964  -0.62
C 0.559 0.056 0.988  -0.06
H -1.254 0.631 0.959  0.49
H 1.426 -1.804 1.530  0.15
H 0.690 -1.997 0.010  0.24
H 0.580 0.445 2.006  0.13
H 1.563 0.333 0.668  0.20
H -0.272 -1.862 1.577  0.17

Molecular formula: C2H6ClN3
Method: DFT, ωB97M-V with the def2-TZVPD basis set

Calculated values
* relative energy (zero: lowest compared OMol25 entry of this formula, charge and spin): 1.594 eV
* LUMO: 0.82 eV
* charge: 0
* structure (SMILES): [H]/N=C(\Cl)CNN
* Kohn-Sham gap: 10.00 eV

Last column: natural (NBO) charge in e.
CARTESIAN COORDINATES (ANGSTROEM)
Cl 2.661 -0.156 -1.291  -0.11
N 2.366 1.024 1.107  -0.64
N -0.472 0.147 -0.456  -0.42
N -0.976 1.300 0.091  -0.69
C 0.482 -0.555 0.474  -0.32
C 1.839 0.241 0.276  0.33
H -1.443 1.319 0.971  0.34
H -0.360 2.119 -0.053  0.37
H 0.544 -1.670 0.269  0.23
H 0.283 -0.271 1.521  0.20
H -1.167 -0.571 -0.477  0.34
H 3.275 1.348 0.996  0.37

Molecular formula: C2H6ClN3O
Method: DFT, ωB97M-V with the def2-TZVPD basis set

Calculated values
* relative energy (zero: lowest compared OMol25 entry of this formula, charge and spin): 0.771 eV
* LUMO: 0.75 eV
* charge: 0
* structure (SMILES): N/N=C(/CCl)NO
* Kohn-Sham gap: 9.54 eV

Last column: natural (NBO) charge in e.
CARTESIAN COORDINATES (ANGSTROEM)
Cl -2.702 -0.718 -0.585  -0.06
O -0.866 1.910 -0.175  -0.58
N 0.802 -1.227 -0.037  -0.27
N 2.052 -0.819 -0.582  -0.68
N 0.262 1.034 -0.286  -0.38
C -1.419 -0.622 0.664  -0.41
C -0.040 -0.297 0.154  0.31
H 0.528 1.141 -1.276  0.38
H -0.454 2.720 0.194  0.47
H -1.745 0.183 1.279  0.23
H 2.415 -0.069 0.008  0.36
H 2.648 -1.658 -0.558  0.37
H -1.480 -1.579 1.200  0.24

Molecular formula: C2H6ClN3S
Method: DFT, ωB97M-V with the def2-TZVPD basis set

Calculated values
* relative energy (zero: lowest compared OMol25 entry of this formula, charge and spin): 4.673 eV
* LUMO: -0.93 eV
* charge: 0
* Kohn-Sham gap: 7.55 eV

Last column: natural (NBO) charge in e.
CARTESIAN COORDINATES (ANGSTROEM)
Cl -1.269 1.384 -2.186  -0.07
S 1.872 1.381 1.216  0.05
N -0.386 -1.041 0.477  -0.28
N 0.228 -1.490 1.563  -0.61
N 1.157 0.570 -0.494  -0.76
C -0.004 -0.321 -0.448  0.31
C -1.150 -0.275 -1.540  -0.40
H 1.075 1.443 -1.389  0.44
H 1.194 -0.808 1.636  0.33
H -2.191 -0.691 -1.291  0.26
H -0.771 -0.948 -2.284  0.21
H 0.578 2.139 2.216  0.14
H -0.331 -1.344 2.526  0.38

Molecular formula: C2H6ClNO3S
Method: DFT, ωB97M-V with the def2-TZVPD basis set

Calculated values
* relative energy (zero: lowest compared OMol25 entry of this formula, charge and spin): 3.920 eV
* LUMO (alpha / beta): -0.93 / -0.51 eV
* charge: 0
* Kohn-Sham gap (alpha / beta): 7.91 / 8.65 eV

Last column: natural (NBO) charge in e.
CARTESIAN COORDINATES (ANGSTROEM)
Cl -0.310 3.183 2.636  -0.30
S 0.513 0.785 -0.660  2.21
O 0.282 2.139 -0.145  -0.95
O 0.925 0.590 -2.030  -0.91
O -0.835 -1.304 -0.967  -0.32
N 1.766 0.105 0.274  -1.09
C -0.918 -0.215 -0.230  -0.27
C -1.367 -2.424 -0.667  0.00
H 2.241 1.051 0.644  0.42
H -1.835 -2.364 0.326  0.15
H -1.428 -3.221 -1.353  0.19
H -1.261 -0.319 0.787  0.19
H 2.395 -0.571 -0.190  0.41
H -0.169 2.565 1.575  0.28

Molecular formula: C2H6ClO2P
Method: DFT, ωB97M-V with the def2-TZVPD basis set

Calculated values
* relative energy (zero: lowest compared OMol25 entry of this formula, charge and spin): 2.364 eV
* LUMO: 0.00 eV
* charge: 0
* Kohn-Sham gap: 8.70 eV

Last column: natural (NBO) charge in e.
CARTESIAN COORDINATES (ANGSTROEM)
Cl 3.983 -0.661 -1.300  -0.26
P -1.492 -1.145 0.233  2.01
O -1.856 -2.397 -0.719  -0.96
O -2.563 -0.839 1.200  -1.02
C 0.177 -0.994 0.152  -0.83
C 0.717 0.144 0.966  -0.65
H -2.729 -2.569 -0.778  0.50
H 4.454 -0.264 -0.205  0.26
H 1.794 0.172 0.819  0.22
H 0.814 -1.390 -0.725  0.28
H 0.277 1.113 0.724  0.22
H 0.466 -0.002 2.098  0.22

Molecular formula: C2H6CuO2
Method: DFT, ωB97M-V with the def2-TZVPD basis set

Calculated values
* LUMO (alpha / beta): -1.06 / -1.11 eV
* multiplicity: 2
* charge: 0
* Kohn-Sham gap (alpha / beta): 4.64 / 7.39 eV
* expectation value of S²: 0.763

Last column: Löwdin spin population.
CARTESIAN COORDINATES (ANGSTROEM)
Cu -1.420 -1.617 -1.763  0.06
O 0.309 -0.546 -1.864  0.06
O 1.096 -1.164 1.249  0.12
C 0.492 0.175 -0.479  0.42
C -0.831 0.726 -0.025  0.16
H -0.095 -0.912 0.926  0.01
H -0.104 0.720 1.006  0.07
H -1.285 1.325 -0.847  0.09
H -1.254 1.529 0.606  0.02
H 1.516 -0.528 1.834  0.00
H 1.578 0.293 -0.642  0.01

Molecular formula: C2H6FN2
Method: DFT, ωB97M-V with the def2-TZVPD basis set

Calculated values
* relative energy (zero: lowest compared OMol25 entry of this formula, charge and spin): 5.927 eV
* LUMO (alpha / beta): -6.46 / -6.96 eV
* charge: +1
* Kohn-Sham gap (alpha / beta): 8.89 / 8.24 eV

Last column: natural (NBO) charge in e.
CARTESIAN COORDINATES (ANGSTROEM)
F 1.997 1.247 -0.129  -0.31
N 2.527 -0.905 0.187  -0.73
N -0.723 -0.190 -0.449  -0.25
C -1.442 0.700 0.244  -0.52
C 1.610 -0.064 0.007  0.72
H -2.460 0.252 0.205  0.33
H -0.631 0.134 -1.342  0.35
H -1.311 0.833 1.404  0.28
H -1.573 1.710 -0.087  0.22
H 2.208 -1.837 -0.012  0.47
H 3.405 -0.477 0.130  0.45

Molecular formula: C2H6FN4O2PS
Method: DFT, ωB97M-V with the def2-TZVPD basis set

Calculated values
* LUMO (alpha / beta): 0.40 / -2.03 eV
* multiplicity: 3
* charge: 0
* Kohn-Sham gap (alpha / beta): 6.09 / 5.72 eV
* expectation value of S²: 2.009

Last column: Löwdin spin population.
CARTESIAN COORDINATES (ANGSTROEM)
S 3.507 0.255 0.677  0.14
P 1.229 -0.083 -0.408  0.30
F -1.499 -2.216 0.124  0.01
O 0.676 -0.950 -1.496  0.10
O -0.394 -0.791 1.260  0.02
N 2.801 0.626 -0.867  0.15
N -0.342 1.544 -0.296  0.69
N 2.165 -0.765 0.822  0.22
N -1.448 0.793 -0.711  0.27
C -1.421 -1.001 0.698  0.05
C -2.369 0.039 0.155  0.02
H -1.175 0.026 -1.360  0.01
H -2.702 0.773 0.881  0.00
H 2.949 1.539 -1.379  0.00
H -3.313 -0.288 -0.431  0.00
H 1.787 -1.255 1.597  0.01
H -0.450 1.754 0.735  0.01